Entry 1:
The following is a quantum chemistry calculation of a molecular structure, C27H45As2N8O2PSTi, from the Open Molecules 2025 dataset.

Properties
**Frontier orbital gap (spin up / spin down)**: 5.45 / 7.12 eV
**DFT total energy**: -7705.0957 hartree
**Spin multiplicity**: 3
**Total charge**: 0
**<S²>**: 2.01

Geometry (Å):
Ti 0.42 0.28 -0.93
N -1.87 0.03 -4.86
C -1.34 0.14 -3.59
S 0.39 0.26 -3.49
N -2.21 0.05 -2.63
N -1.68 0.10 -1.34
C -2.60 0.09 -0.43
C -2.41 0.16 1.01
C -3.59 0.20 1.77
C -3.58 0.29 3.15
C -2.34 0.33 3.80
C -1.17 0.28 3.08
C -1.15 0.20 1.67
O -0.01 0.14 1.05
H -1.30 0.41 -5.60
H -2.86 0.22 -4.92
H -3.63 0.04 -0.78
H -4.54 0.17 1.25
H -4.50 0.33 3.71
H -2.30 0.40 4.88
H -0.21 0.31 3.59
C 0.90 4.43 -1.41
As -0.19 2.91 -0.82
C -1.79 3.38 -1.84
C -0.71 3.46 0.99
C -2.05 3.70 1.28
C -2.46 3.96 2.58
C -1.53 4.01 3.60
C -0.19 3.77 3.32
C 0.23 3.48 2.03
As 2.12 3.05 1.68
C 2.93 4.54 2.67
C 2.36 1.68 3.05
H 0.42 5.37 -1.13
H 0.98 4.37 -2.50
H 1.89 4.37 -0.97
H -2.09 4.41 -1.65
H -2.60 2.70 -1.61
H -1.53 3.25 -2.89
H -2.79 3.65 0.50
H -3.51 4.13 2.79
H -1.84 4.21 4.62
H 0.53 3.79 4.13
H 2.55 4.61 3.69
H 2.71 5.48 2.16
H 4.01 4.40 2.70
H 1.96 1.99 4.01
H 3.43 1.47 3.15
H 1.85 0.78 2.71
C 2.87 -3.77 -1.63
N 1.46 -4.10 -1.80
C 1.23 -5.50 -2.12
P 0.30 -3.18 -1.05
O 0.90 -1.84 -0.82
N -0.20 -3.79 0.40
C -0.87 -5.08 0.53
C 0.02 -3.10 1.66
N -1.00 -3.37 -2.04
C -0.88 -3.35 -3.49
C -2.36 -3.17 -1.57
H 3.42 -4.07 -2.52
H 3.31 -4.28 -0.76
H 2.97 -2.69 -1.50
H 1.82 -5.77 -3.00
H 0.18 -5.67 -2.36
H 1.51 -6.17 -1.30
H -1.09 -5.50 -0.45
H -1.81 -4.96 1.06
H -0.25 -5.79 1.08
H 0.47 -2.13 1.48
H 0.66 -3.70 2.31
H -0.94 -2.94 2.17
H 0.16 -3.38 -3.79
H -1.33 -2.45 -3.90
H -1.40 -4.22 -3.91
H -2.38 -3.01 -0.49
H -2.98 -4.04 -1.81
H -2.80 -2.29 -2.05
N 4.64 0.53 0.02
C 4.70 1.42 -1.03
C 3.45 1.44 -1.55
N 2.63 0.59 -0.84
C 3.38 0.06 0.10
H 5.40 0.28 0.63
H 5.61 1.93 -1.30
H 3.07 2.00 -2.39
H 3.04 -0.65 0.83

Atomic partial charges in e from the Mulliken method, atoms 1 to 8: number 1, Ti, carries -0.48; number 2, N, carries -0.48; number 3, C, carries 0.35; number 4, S, carries -0.60; number 5, N, carries -1.33; number 6, N, carries 2.15; number 7, C, carries -1.29; number 8, C, carries 0.56

***

Entry 2:
The following is a quantum chemistry calculation of a molecular structure, C12H24AlCrO16S, from the Open Molecules 2025 dataset.

Properties
**Frontier orbital gap (spin up / spin down)**: 8.23 / 4.95 eV
**DFT total energy**: -3359.9283 hartree
**Spin multiplicity**: 6
**Total charge**: +2
**<S²>**: 8.77

Geometry (Å):
Cr 5.86 16.87 -4.41
Al 0.07 19.04 -5.63
S 3.30 17.69 -4.98
O 2.11 17.51 -4.13
O 3.91 16.40 -5.23
O 2.84 18.33 -6.19
O 4.39 18.37 -4.34
C 8.44 13.09 -4.49
O 7.11 12.76 -4.64
C 6.25 13.60 -5.03
O 6.39 14.86 -5.22
O 5.09 12.90 -5.13
C 3.86 13.52 -5.54
H 8.97 12.95 -5.43
H 8.94 12.60 -3.66
H 8.69 14.12 -4.22
H 3.90 14.18 -6.40
H 3.47 14.05 -4.67
H 3.12 12.78 -5.85
C 4.39 21.59 -5.13
O 3.47 22.68 -4.81
C 2.15 22.53 -5.11
O 1.60 21.44 -5.29
O 1.58 23.70 -4.86
C 0.17 23.99 -4.69
H 5.39 21.98 -5.29
H 4.10 21.12 -6.07
H 4.36 20.70 -4.50
H -0.19 23.20 -4.04
H -0.34 24.02 -5.65
H 0.03 25.00 -4.30
C 5.24 19.42 -7.93
O 6.35 18.65 -8.35
C 6.89 17.71 -7.48
O 6.40 17.34 -6.43
O 8.07 17.30 -7.97
C 8.89 16.38 -7.27
H 4.30 19.21 -8.44
H 5.55 20.47 -7.88
H 4.96 19.36 -6.88
H 9.90 16.38 -7.67
H 8.47 15.38 -7.30
H 9.15 16.68 -6.25
C 2.78 17.25 -9.36
O 1.52 16.98 -10.01
C 0.41 17.56 -9.48
O 0.36 18.04 -8.36
O -0.58 17.44 -10.35
C -1.92 17.80 -9.96
H 3.48 17.73 -10.04
H 3.02 16.18 -9.32
H 2.72 17.70 -8.38
H -1.95 18.82 -9.57
H -2.34 17.06 -9.28
H -2.51 17.75 -10.88

Atomic partial charges in e from the natural (NBO) method, atoms 1 to 8: number 1, Cr, carries 1.62; number 2, Al, carries 0.96; number 3, S, carries 2.57; number 4, O, carries -0.60; number 5, O, carries -0.96; number 6, O, carries -0.75; number 7, O, carries -1.02; number 8, C, carries -0.29

***

Entry 3:
The following is a quantum chemistry calculation of 2 unconnected molecules or ions with the total composition C13H13NO2S2, from the Open Molecules 2025 dataset.

Properties
**Frontier orbital gap**: 5.67 eV
**DFT total energy**: -1504.7524 hartree
**Total charge**: 0

Geometry (Å):
C -1.80 1.14 1.21
C -1.46 -0.10 2.00
C -1.75 -1.26 1.02
O -1.61 -2.44 1.32
N -2.18 -0.78 -0.19
C -2.27 0.58 -0.15
O -2.68 1.30 -1.06
H -2.59 1.70 1.70
H -0.90 1.74 1.07
H -0.39 -0.10 2.25
H -2.08 -0.17 2.89
C 1.65 -1.74 -3.28
C 0.69 -0.96 -3.93
C -0.67 -1.18 -3.73
C -1.10 -2.19 -2.84
C -2.50 -2.44 -2.64
S -3.07 -3.83 -1.78
C -4.83 -3.68 -2.23
C -5.13 -2.25 -2.65
S -3.69 -1.57 -3.54
C -0.13 -3.02 -2.23
C 1.23 -2.78 -2.44
H 2.71 -1.56 -3.44
H 1.00 -0.16 -4.60
H -1.42 -0.58 -4.26
H -5.10 -4.38 -3.03
H -5.38 -3.98 -1.33
H -5.98 -2.17 -3.34
H -5.33 -1.60 -1.79
H -0.45 -3.84 -1.59
H 1.96 -3.41 -1.95

Atomic partial charges in e from the natural (NBO) method, atoms 1 to 8: number 1, C, carries -0.52; number 2, C, carries -0.52; number 3, C, carries 0.66; number 4, O, carries -0.68; number 5, N, carries -0.73; number 6, C, carries 0.66; number 7, O, carries -0.68; number 8, H, carries 0.22

***

Copy entry 2 word for word.
The following is a quantum chemistry calculation of a molecular structure, C12H24AlCrO16S, from the Open Molecules 2025 dataset.

Properties
**Frontier orbital gap (spin up / spin down)**: 8.23 / 4.95 eV
**DFT total energy**: -3359.9283 hartree
**Spin multiplicity**: 6
**Total charge**: +2
**<S²>**: 8.77

Geometry (Å):
Cr 5.86 16.87 -4.41
Al 0.07 19.04 -5.63
S 3.30 17.69 -4.98
O 2.11 17.51 -4.13
O 3.91 16.40 -5.23
O 2.84 18.33 -6.19
O 4.39 18.37 -4.34
C 8.44 13.09 -4.49
O 7.11 12.76 -4.64
C 6.25 13.60 -5.03
O 6.39 14.86 -5.22
O 5.09 12.90 -5.13
C 3.86 13.52 -5.54
H 8.97 12.95 -5.43
H 8.94 12.60 -3.66
H 8.69 14.12 -4.22
H 3.90 14.18 -6.40
H 3.47 14.05 -4.67
H 3.12 12.78 -5.85
C 4.39 21.59 -5.13
O 3.47 22.68 -4.81
C 2.15 22.53 -5.11
O 1.60 21.44 -5.29
O 1.58 23.70 -4.86
C 0.17 23.99 -4.69
H 5.39 21.98 -5.29
H 4.10 21.12 -6.07
H 4.36 20.70 -4.50
H -0.19 23.20 -4.04
H -0.34 24.02 -5.65
H 0.03 25.00 -4.30
C 5.24 19.42 -7.93
O 6.35 18.65 -8.35
C 6.89 17.71 -7.48
O 6.40 17.34 -6.43
O 8.07 17.30 -7.97
C 8.89 16.38 -7.27
H 4.30 19.21 -8.44
H 5.55 20.47 -7.88
H 4.96 19.36 -6.88
H 9.90 16.38 -7.67
H 8.47 15.38 -7.30
H 9.15 16.68 -6.25
C 2.78 17.25 -9.36
O 1.52 16.98 -10.01
C 0.41 17.56 -9.48
O 0.36 18.04 -8.36
O -0.58 17.44 -10.35
C -1.92 17.80 -9.96
H 3.48 17.73 -10.04
H 3.02 16.18 -9.32
H 2.72 17.70 -8.38
H -1.95 18.82 -9.57
H -2.34 17.06 -9.28
H -2.51 17.75 -10.88

Atomic partial charges in e from the natural (NBO) method, atoms 1 to 8: number 1, Cr, carries 1.62; number 2, Al, carries 0.96; number 3, S, carries 2.57; number 4, O, carries -0.60; number 5, O, carries -0.96; number 6, O, carries -0.75; number 7, O, carries -1.02; number 8, C, carries -0.29